Entry 1:
20
Properties=species:S:1:pos:R:3 method="wB97M-V/def2-TZVPD" e_lumo_ev=-3.0 total_charge=+1 homo_lumo_gap_ev=10.499 e_homo_ev=-13.53 relative_energy_kcal_mol=71.6
C -0.845 0.648 -1.406
C -1.349 -0.690 -0.703
C -1.490 -0.583 0.783
C 0.099 0.057 2.586
N -0.292 0.284 1.390
N 0.492 1.023 -0.982
H -1.515 1.419 -1.063
H -0.813 0.490 -2.466
H -2.307 -0.831 -1.142
H -0.502 -1.511 -0.839
H -2.464 -0.177 1.001
H -1.335 -1.659 1.082
H -0.735 -0.046 3.257
H 1.055 0.364 2.878
H 0.769 1.786 -1.581
H 0.555 1.247 0.066
H 1.159 0.238 -1.088
H 3.607 -1.177 -1.083
H 3.047 -0.321 0.097
O 2.863 -0.561 -0.786

Entry 2:
87
Properties=species:S:1:pos:R:3 method="wB97M-V/def2-TZVPD" e_lumo_ev=0.4 total_charge=0 homo_lumo_gap_ev=7.549 e_homo_ev=-7.17
Ru -0.465 0.679 0.076
C 2.749 6.129 -0.395
C 1.956 5.165 0.440
C 0.978 5.611 1.319
C 0.228 4.715 2.071
C 0.475 3.361 1.931
C 1.447 2.883 1.059
C 2.183 3.791 0.327
S -0.608 2.254 2.768
O -1.334 2.982 3.760
O 0.480 1.300 3.427
N -1.417 1.341 1.833
C -2.721 1.896 1.389
C -2.588 2.584 0.019
O -3.531 3.213 -0.420
O -1.449 2.392 -0.568
H 2.520 7.161 -0.135
H 2.524 5.990 -1.454
H 3.820 5.971 -0.264
H 0.788 6.672 1.414
H -0.538 5.062 2.750
H 1.592 1.813 0.932
H 2.941 3.430 -0.359
H -3.145 2.589 2.116
H -3.410 1.057 1.285
N -0.581 -2.284 -0.003
P -0.731 -1.046 -1.296
C 0.397 -1.932 -2.432
C -0.042 -2.483 -3.630
C 0.848 -3.150 -4.467
C 2.183 -3.264 -4.116
C 2.630 -2.708 -2.922
C 1.744 -2.048 -2.089
C -2.430 -1.274 -1.873
C -2.997 -2.540 -1.977
C -4.335 -2.682 -2.316
C -5.116 -1.557 -2.544
C -4.558 -0.290 -2.432
C -3.220 -0.148 -2.099
P 0.170 -1.256 1.088
C 1.874 -1.844 1.384
C 2.287 -3.131 1.057
C 3.592 -3.538 1.301
C 4.497 -2.660 1.881
C 4.094 -1.373 2.212
C 2.793 -0.967 1.957
C -0.631 -1.693 2.679
C 0.036 -2.246 3.769
C -0.673 -2.650 4.898
C -2.048 -2.508 4.941
C -2.724 -1.965 3.853
C -2.022 -1.562 2.733
H -0.530 -3.294 -0.014
H -1.080 -2.388 -3.925
H 0.491 -3.576 -5.396
H 2.874 -3.781 -4.769
H 3.674 -2.784 -2.643
H 2.105 -1.604 -1.169
H -2.399 -3.423 -1.784
H -4.769 -3.670 -2.395
H -6.162 -1.668 -2.802
H -5.164 0.592 -2.591
H -2.788 0.840 -1.990
H 1.593 -3.820 0.591
H 3.902 -4.540 1.035
H 5.514 -2.976 2.072
H 4.796 -0.683 2.662
H 2.489 0.044 2.207
H 1.110 -2.376 3.742
H -0.141 -3.076 5.739
H -2.598 -2.820 5.820
H -3.801 -1.856 3.882
H -2.544 -1.157 1.874
C -0.728 0.981 -4.289
C 0.187 1.254 -3.114
C 1.648 1.003 -3.443
O -0.238 0.482 -1.973
H -0.419 1.602 -5.131
H -1.763 1.218 -4.049
H -0.664 -0.065 -4.597
H 0.062 2.290 -2.790
H 1.797 0.023 -3.896
H 2.258 1.068 -2.540
H 1.992 1.763 -4.147
F 1.370 0.065 5.143
B 0.285 0.575 4.597
F -0.874 0.517 5.207

Entry 3:
44
Properties=species:S:1:pos:R:3 method="wB97M-V/def2-TZVPD" e_lumo_ev=-3.7 total_charge=+1 homo_lumo_gap_ev=6.593 e_homo_ev=-10.29
Sn 0.376 1.885 -0.501
C -2.910 2.246 -3.226
C -2.991 1.263 -2.086
C -4.008 0.336 -2.005
C -4.334 -0.247 -0.778
C -3.506 -0.103 0.302
C -2.239 0.625 0.047
N -2.060 1.349 -1.128
N -1.168 0.807 0.948
Si -1.098 0.349 2.698
C 0.425 1.060 3.319
C -2.666 0.915 3.554
C -0.929 -1.545 2.669
H -3.674 1.932 -3.980
H -1.911 2.220 -3.726
H -3.108 3.291 -2.911
H -4.507 0.007 -2.907
H -5.297 -0.702 -0.691
H -3.744 -0.566 1.229
H 0.776 1.957 2.701
H 1.267 0.290 3.295
H 0.349 1.349 4.397
H -2.380 1.449 4.468
H -3.268 0.027 3.920
H -3.276 1.527 2.856
H -1.460 -1.937 1.790
H -1.422 -1.945 3.587
H 0.123 -2.009 2.669
C 2.243 -1.232 0.750
N 3.163 -1.286 -0.391
C 4.473 -1.597 -0.179
C 5.140 -1.470 -1.340
N 4.162 -0.976 -2.271
C 4.473 -0.511 -3.654
C 3.017 -0.720 -1.619
Se 1.309 -0.026 -2.215
H 2.058 -0.156 1.072
H 2.706 -1.796 1.579
H 1.229 -1.577 0.513
H 4.804 -1.825 0.826
H 6.231 -1.667 -1.549
H 5.341 -0.992 -4.176
H 4.750 0.568 -3.624
H 3.540 -0.569 -4.232